{"formula": "C33H88O11", "method": "ωB97M-V/def2-TZVPD", "elements": ["C", "C", "C", "O", "H", "H", "H", "H", "H", "H", "H", "H", "C", "C", "C", "O", "H", "H", "H", "H", "H", "H", "H", "H", "C", "C", "C", "O", "H", "H", "H", "H", "H", "H", "H", "H", "C", "C", "C", "O", "H", "H", "H", "H", "H", "H", "H", "H", "C", "C", "C", "O", "H", "H", "H", "H", "H", "H", "H", "H", "C", "C", "C", "O", "H", "H", "H", "H", "H", "H", "H", "H", "C", "C", "C", "O", "H", "H", "H", "H", "H", "H", "H", "H", "C", "C", "C", "O", "H", "H", "H", "H", "H", "H", "H", "H", "C", "C", "C", "O", "H", "H", "H", "H", "H", "H", "H", "H", "C", "C", "C", "O", "H", "H", "H", "H", "H", "H", "H", "H", "C", "C", "C", "O", "H", "H", "H", "H", "H", "H", "H", "H"], "xyz": [[3.44414, 4.56362, -2.04439], [4.81701, 4.00152, -2.40559], [5.91539, 4.99606, -2.24319], [5.07687, 2.79034, -1.65791], [3.20258, 5.33607, -2.75023], [3.45430, 5.05232, -1.08088], [2.79562, 3.72671, -2.19226], [4.79298, 3.65614, -3.42910], [6.76273, 4.73842, -2.84388], [6.24371, 5.04924, -1.24277], [5.57173, 6.00923, -2.44869], [5.17725, 3.04735, -0.73386], [-4.40355, -1.16056, -1.99135], [-5.88522, -0.98704, -1.69324], [-6.14480, -0.36065, -0.39020], [-6.58216, -0.28085, -2.70390], [-4.13657, -1.82183, -2.80936], [-3.93132, -1.59895, -1.08711], [-3.91011, -0.18851, -2.20846], [-6.32727, -1.99938, -1.67636], [-5.68189, 0.57972, -0.18540], [-5.81653, -1.08096, 0.33508], [-7.22023, -0.16883, -0.22426], [-6.06123, -0.36032, -3.50681], [-0.58841, 5.03799, -0.64261], [-1.74805, 4.47583, 0.20986], [-3.02724, 4.60467, -0.60305], [-1.53036, 3.13320, 0.66806], [0.33657, 4.97441, -0.13477], [-0.76171, 6.07462, -0.93772], [-0.37937, 4.31286, -1.53088], [-1.85438, 5.09260, 1.13106], [-3.81668, 3.99568, -0.11374], [-2.85225, 4.17379, -1.57810], [-3.36119, 5.65731, -0.69138], [-1.11701, 2.57976, -0.00122], [0.29771, 0.05907, -4.40282], [1.77033, 0.10191, -3.84297], [2.42439, 1.39568, -4.31762], [1.63977, 0.17292, -2.40927], [-0.15052, 1.04414, -4.08132], [-0.16785, -0.78976, -3.91430], [0.11649, -0.06154, -5.47502], [2.26229, -0.77749, -4.20316], [2.65654, 1.44503, -5.36983], [3.29407, 1.65474, -3.75985], [1.74869, 2.16469, -4.15537], [2.51365, 0.08615, -2.00453], [2.16951, -3.37930, 3.20348], [3.13261, -2.21722, 3.06614], [3.38306, -1.61219, 4.45865], [4.37977, -2.68255, 2.55001], [1.84900, -3.78253, 2.23849], [1.25365, -3.12259, 3.78595], [2.66334, -4.20740, 3.74906], [2.67255, -1.38682, 2.43167], [3.67269, -2.41052, 5.12047], [2.45744, -1.14689, 4.81992], [4.15649, -0.84825, 4.41267], [4.28587, -2.97572, 1.60329], [-4.99442, 2.78853, 3.19638], [-5.32552, 1.32195, 2.87386], [-4.47525, 0.31754, 3.59508], [-6.72362, 1.06430, 3.28360], [-4.17138, 3.06508, 2.57491], [-4.85133, 2.96252, 4.26607], [-5.85080, 3.39219, 2.91562], [-5.23280, 1.25719, 1.80361], [-4.75413, -0.69402, 3.36169], [-4.70492, 0.40334, 4.67818], [-3.42436, 0.45281, 3.34652], [-7.22902, 1.83830, 3.06759], [2.91926, 2.13573, 1.46391], [3.66804, 3.43376, 1.95720], [4.04555, 3.54660, 3.40920], [4.92644, 3.54152, 1.22044], [3.61856, 1.32183, 1.67834], [2.68525, 2.29482, 0.40899], [1.97825, 2.12487, 2.01541], [3.07730, 4.28977, 1.70915], [4.70907, 4.46448, 3.55288], [4.56157, 2.67220, 3.70673], [3.07902, 3.70221, 4.00120], [5.16326, 4.46184, 1.41192], [-4.20490, -5.17211, 2.78994], [-4.57179, -3.99441, 1.88899], [-3.40303, -3.13758, 1.65364], [-5.19014, -4.50051, 0.68830], [-5.12647, -5.79966, 2.92881], [-3.75486, -4.85511, 3.69852], [-3.43406, -5.71785, 2.26304], [-5.32161, -3.36226, 2.32244], [-2.47487, -3.61746, 1.27510], [-3.09362, -2.53036, 2.53171], [-3.60879, -2.31303, 0.99269], [-4.52369, -5.10150, 0.35501], [5.01210, -2.19218, -1.13108], [5.26765, -0.71569, -1.09610], [6.73201, -0.32105, -1.36938], [4.43055, -0.04190, -2.00374], [5.19206, -2.55095, -2.14403], [3.95233, -2.26178, -0.91420], [5.47289, -2.85052, -0.39814], [5.06144, -0.43971, -0.04326], [7.45137, -0.79336, -0.69187], [6.97629, 0.76147, -1.35287], [7.00521, -0.58627, -2.40518], [4.62558, 0.91772, -1.95745], [-0.55140, -5.55627, -1.23621], [-1.97788, -5.04993, -1.38122], [-2.38783, -5.10766, -2.84400], [-2.92410, -5.78406, -0.59292], [-0.52246, -6.61573, -1.44882], [-0.22429, -5.44881, -0.18213], [0.18548, -5.00595, -1.83021], [-2.07199, -4.02723, -0.99309], [-3.27003, -4.44086, -2.89656], [-2.70282, -6.09884, -3.16087], [-1.57074, -4.78677, -3.51823], [-2.85734, -6.68579, -0.89940], [-0.63895, -1.58331, -0.27790], [-0.89189, -0.15962, 0.12041], [0.08828, 0.37472, 1.10412], [-0.97449, 0.57053, -1.09026], [0.26982, -1.53505, -0.86388], [-1.42202, -2.01476, -0.92519], [-0.49613, -2.30265, 0.53314], [-1.95082, -0.09445, 0.49765], [1.05457, 0.38880, 0.64032], [0.09724, -0.16701, 2.08361], [-0.17059, 1.42658, 1.31282], [-0.19031, 0.34566, -1.59572]], "fmax_ha_per_bohr": 0.0585, "gap_ev": 10.02, "smiles": "CC(C)O.CC(C)O.CC(C)O.CC(C)O.CC(C)O.CC(C)O.CC(C)O.CC(C)O.CC(C)O.CC(C)O.CC(C)O", "energy_ev": -58169.29112, "e_above_lowest_ev": 2.629, "homo_ev": -9.6208, "spin_multiplicity": 1}